(1)
{"formula": "C18H27Cl2N9OTi", "method": "the ωB97M-V functional and the def2-TZVPD basis", "multiplicity": 1, "charge": 4, "gap_ev": 5.723, "e_homo_ev": -19.8, "lumo_ha": -0.5160, "elements": ["Ti", "C", "N", "C", "C", "N", "N", "C", "N", "N", "H", "H", "H", "H", "H", "H", "H", "H", "H", "H", "H", "C", "C", "C", "C", "C", "C", "N", "N", "C", "C", "C", "C", "C", "N", "H", "H", "H", "H", "H", "H", "H", "H", "H", "Cl", "C", "Cl", "H", "H", "C", "C", "N", "O", "H", "H", "H", "H", "H"], "xyz": [[0.0998, 0.6042, -0.4955], [0.4770, 1.2471, 4.1630], [-0.8905, 1.1001, 3.6177], [-2.0236, 1.1041, 4.5764], [-1.0858, 0.9486, 2.3341], [-0.0720, 0.8703, 1.4360], [-2.3791, 0.8423, 1.8840], [-2.7994, 0.8267, 0.5787], [-4.0993, 0.8918, 0.3837], [-1.9239, 0.7470, -0.4222], [0.3991, 1.5861, 5.1905], [1.0291, 2.0098, 3.6134], [1.0010, 0.2907, 4.1527], [-1.6238, 1.2041, 5.5793], [-2.5684, 0.1596, 4.5292], [-2.6794, 1.9569, 4.3917], [0.8271, 1.0078, 1.8907], [-3.0995, 0.8452, 2.5936], [-4.7665, 0.9850, 1.1387], [-4.4988, 0.8415, -0.5437], [-2.4004, 0.7732, -1.3175], [0.3140, -4.6899, 1.9004], [-0.1600, -4.9247, 0.6111], [-0.2994, -3.8827, -0.2814], [0.0330, -2.5844, 0.1269], [0.5033, -2.3466, 1.4204], [0.6505, -3.4007, 2.3004], [-0.0769, -1.4944, -0.7917], [-0.2561, -1.8088, -1.9858], [-0.3871, -0.8068, -2.9557], [-0.6089, -1.2187, -4.2507], [-0.7617, -0.2517, -5.2431], [-0.6849, 1.0855, -4.8911], [-0.4559, 1.4272, -3.5665], [-0.3044, 0.5027, -2.6037], [0.4214, -5.5139, 2.5939], [-0.4213, -5.9284, 0.3039], [-0.6745, -4.0676, -1.2766], [0.7921, -1.3520, 1.7271], [1.0353, -3.2311, 3.2968], [-0.6666, -2.2784, -4.4623], [-0.9410, -0.5446, -6.2704], [-0.8010, 1.8702, -5.6270], [-0.3832, 2.4647, -3.2744], [-0.0545, 3.2411, -0.8268], [1.2586, 4.2922, -0.0939], [2.4289, 3.3722, 0.8319], [0.7318, 4.9847, 0.5522], [1.7434, 4.7814, -0.9300], [3.1943, 0.0135, -2.8046], [3.0984, 0.2512, -1.3468], [4.1395, 0.3089, -0.5860], [1.9157, 0.3958, -0.7936], [4.2265, 0.0136, -3.1475], [2.6345, 0.7829, -3.3379], [2.7487, -0.9593, -3.0292], [5.0707, 0.1999, -0.9770], [4.0743, 0.4551, 0.4138]]}

(2)
{"formula": "C18H27ClF4N3O9PS2", "method": "the ωB97M-V functional and the def2-TZVPD basis", "multiplicity": 1, "gap_ev": 2.809, "e_homo_ev": -5.0, "lumo_ha": -0.0791, "elements": ["C", "C", "C", "O", "C", "O", "C", "S", "N", "N", "C", "C", "C", "C", "Cl", "N", "P", "O", "O", "C", "C", "C", "O", "F", "O", "C", "O", "C", "S", "H", "H", "H", "H", "H", "H", "H", "H", "H", "H", "H", "H", "H", "H", "H", "H", "H", "H", "H", "H", "H", "C", "C", "O", "C", "O", "C", "F", "F", "F", "H", "H", "H", "H", "H", "H"], "xyz": [[2.4823, -0.5382, 2.3817], [3.7300, 0.3825, 2.6263], [3.3794, 1.8920, 2.3061], [3.2345, 2.0565, 0.8776], [2.1367, 2.8171, 0.5527], [2.1854, 3.8164, -0.0900], [0.7004, 2.3297, 1.0085], [-0.4254, 2.0287, -0.3981], [-1.5877, 0.9445, 0.2991], [-1.3557, 0.3214, 1.4713], [-2.3600, -0.4890, 1.7851], [-2.3094, -1.3527, 3.0637], [-1.8377, -2.8190, 2.6253], [-1.0753, -3.5662, 3.7804], [0.1106, -4.7042, 2.9868], [-3.3298, -0.3830, 0.7465], [-4.8650, -1.3098, 0.6815], [-6.0574, -0.4295, -0.0912], [-5.3846, -1.4693, 2.2688], [-2.7934, 0.5224, -0.1520], [-3.4303, 0.9921, -1.4814], [-2.8217, 0.1247, -2.6478], [-3.1387, -1.0033, -2.7523], [-1.9473, 0.6976, -3.5051], [4.3801, 0.2123, 3.9011], [3.5056, -0.1627, 4.9126], [3.3691, -1.3085, 5.2222], [2.6747, 0.8792, 5.7668], [0.9172, 1.0207, 5.2345], [2.6594, -1.5791, 2.7600], [2.3442, -0.6420, 1.2685], [1.5208, -0.1347, 2.7815], [4.4879, 0.0898, 1.8476], [4.2990, 2.4785, 2.5939], [2.5250, 2.2865, 2.9113], [0.2941, 3.1238, 1.6828], [0.8551, 1.4213, 1.6402], [-3.2792, -1.3801, 3.6119], [-1.4978, -0.9166, 3.7084], [-2.7161, -3.3855, 2.2188], [-1.1150, -2.6951, 1.7713], [-0.5300, -2.8622, 4.4526], [-1.8117, -4.1794, 4.3513], [-6.4330, 0.2314, 0.5300], [-5.3090, -0.6111, 2.7411], [-3.2983, 2.0959, -1.6553], [-4.5332, 0.8144, -1.4990], [2.6619, 0.4434, 6.8019], [3.2047, 1.8628, 5.8738], [0.6391, 2.3552, 5.4558], [-0.1622, -0.9936, -5.9241], [0.8841, -0.1902, -5.1650], [2.1348, -0.1381, -5.8042], [2.3242, 0.8290, -6.8920], [1.9654, 2.0332, -6.5378], [1.6730, 0.3656, -8.2414], [1.7991, -0.9821, -8.4209], [2.2976, 0.9269, -9.3025], [0.3599, 0.6432, -8.3766], [0.2723, -1.8887, -6.3715], [-0.9756, -1.2904, -5.2527], [-0.6102, -0.4033, -6.7205], [1.0694, -0.7102, -4.2154], [0.5115, 0.8045, -4.8953], [3.4020, 0.6748, -7.1092]]}

(3)
{"formula": "C18H27ClGdN", "method": "the ωB97M-V functional and the def2-TZVPD basis", "s2": 16.738, "multiplicity": 8, "charge": 2, "gap_ev": [7.939, 5.735], "e_homo_ev": [-15.1, -15.1], "lumo_ha": [-0.2644, -0.3426], "elements": ["C", "H", "H", "H", "C", "H", "H", "C", "H", "H", "H", "C", "C", "C", "C", "C", "C", "C", "C", "C", "C", "Gd", "H", "H", "H", "H", "H", "H", "H", "H", "H", "H", "H", "H", "H", "H", "H", "Cl", "C", "C", "C", "C", "N", "C", "H", "H", "H", "H"], "xyz": [[-0.3042, -2.5908, -0.3224], [-1.3250, -2.9833, -0.4784], [0.2754, -2.8585, -1.2083], [-1.9557, 1.0636, -1.2538], [0.3463, -3.1346, 0.9289], [1.3325, -2.6574, 1.0317], [-0.2560, -2.8201, 1.7950], [0.5578, -4.6616, 1.0354], [1.0289, -4.8927, 1.9978], [-0.4002, -5.1896, 0.9914], [1.2125, -5.0571, 0.2533], [0.9242, 1.7196, -0.6178], [1.8608, 0.7545, -0.1652], [1.9176, -0.2949, -1.1230], [1.0225, 0.0251, -2.1896], [0.4447, 1.3082, -1.9024], [-0.3014, 2.1465, -2.8871], [0.7568, -0.7888, -3.4068], [2.9183, -1.3897, -1.1199], [2.8552, 0.9870, 0.9091], [0.6662, 3.0216, 0.0482], [-1.0190, -0.3662, -0.5745], [-0.2431, -0.5845, -3.8220], [1.4833, -0.5533, -4.2011], [0.8310, -1.8679, -3.2022], [-0.9228, 1.5264, -3.5485], [-0.9610, 2.8657, -2.3846], [0.4019, 2.7040, -3.5373], [1.0744, 3.0147, 1.0684], [1.1494, 3.8551, -0.4900], [-0.4097, 3.2379, 0.1173], [3.3162, 0.0533, 1.2477], [3.6746, 1.6391, 0.5570], [2.4046, 1.4811, 1.7779], [2.4599, -2.3744, -1.2847], [3.6717, -1.2398, -1.9125], [3.4581, -1.4245, -0.1641], [-2.9088, 0.3946, 5.2582], [-2.9575, 0.9617, 3.6517], [-3.7625, 2.0527, 3.3215], [-3.7398, 2.4951, 2.0041], [-2.9742, 1.8165, 1.0608], [-2.2268, 0.7304, 1.3642], [-2.1830, 0.3274, 2.6703], [-4.3571, 2.5301, 4.0846], [-4.3144, 3.3578, 1.6865], [-2.9888, 2.1729, 0.0313], [-1.5336, -0.5131, 2.9042]]}

(4)
{"formula": "C18H27F12MgN9P2", "method": "the ωB97M-V functional and the def2-TZVPD basis", "multiplicity": 1, "gap_ev": 9.079, "e_homo_ev": -10.0, "lumo_ha": -0.0324, "elements": ["Mg", "P", "F", "F", "F", "F", "F", "F", "P", "F", "F", "F", "F", "F", "F", "C", "C", "N", "H", "H", "H", "C", "C", "N", "H", "H", "H", "C", "C", "N", "H", "H", "H", "C", "C", "N", "H", "H", "H", "C", "C", "N", "H", "H", "H", "C", "C", "N", "H", "H", "H", "C", "C", "N", "H", "H", "H", "C", "C", "N", "H", "H", "H", "C", "C", "N", "H", "H", "H"], "xyz": [[16.7531, -4.8463, 2.9597], [18.2937, -5.8985, 5.9594], [16.9247, -5.4845, 6.7490], [17.6096, -7.1578, 5.2157], [17.7259, -4.9511, 4.6958], [19.6189, -6.2064, 5.0944], [18.9476, -4.5512, 6.5451], [18.7990, -6.7848, 7.1819], [18.1907, -1.7510, 1.6383], [17.1611, -1.0210, 2.6448], [17.7377, -3.2725, 2.2057], [17.0011, -1.8999, 0.5251], [19.1732, -2.5109, 0.6326], [18.5836, -0.3230, 0.9865], [19.3752, -1.5726, 2.6919], [15.1520, -1.7387, 5.9384], [15.4566, -2.6854, 4.8825], [15.7735, -3.4104, 4.0603], [14.9087, -2.1927, 6.8959], [14.3064, -1.1234, 5.6305], [16.0294, -1.1068, 6.0829], [19.6065, -7.9493, 2.6220], [18.8487, -6.7579, 2.2957], [18.2397, -5.8239, 2.0352], [19.4483, -8.1050, 3.6911], [20.6859, -7.8532, 2.4912], [19.3744, -8.8461, 2.0508], [13.6498, -4.5263, -0.3628], [14.7129, -4.6178, 0.6334], [15.5502, -4.6760, 1.4097], [13.2693, -3.5215, -0.5340], [12.7996, -5.1231, -0.0367], [14.0521, -4.8724, -1.3142], [14.1575, -0.7447, 0.3646], [14.9908, 0.4347, 0.3465], [15.6679, 1.3571, 0.2990], [13.6794, -0.9253, 1.3244], [14.7447, -1.6026, 0.0385], [13.3857, -0.6314, -0.4033], [17.9973, 1.7019, 4.4800], [17.8144, 2.1995, 3.1274], [17.6453, 2.6159, 2.0701], [17.5024, 0.7274, 4.5492], [17.6423, 2.3556, 5.2691], [19.0305, 1.4026, 4.6691], [20.1726, -1.4404, 5.6285], [19.2686, -1.5704, 6.7505], [18.5341, -1.6327, 7.6324], [19.6484, -0.8420, 4.8744], [20.3210, -2.3889, 5.1189], [21.0399, -0.8215, 5.8440], [17.7602, -0.4105, -2.3087], [19.2052, -0.6956, -2.2689], [20.3358, -0.8802, -2.2331], [17.5494, 0.4178, -2.9773], [17.3445, -0.1767, -1.3273], [17.2612, -1.3587, -2.5184], [22.2162, -5.1970, 0.2026], [22.0051, -3.8362, -0.2836], [21.8362, -2.7868, -0.7181], [23.2167, -5.2435, 0.6304], [22.1830, -5.9063, -0.6234], [21.4152, -5.4126, 0.9084], [21.6427, 0.7127, 2.8066], [21.9263, 0.3414, 1.4186], [22.1435, 0.0469, 0.3316], [20.7346, 1.3155, 2.7942], [22.4883, 1.2052, 3.2795], [21.4314, -0.1836, 3.3874]]}

Please write out number 2 again, unchanged.
{"formula": "C18H27ClF4N3O9PS2", "method": "the ωB97M-V functional and the def2-TZVPD basis", "multiplicity": 1, "gap_ev": 2.809, "e_homo_ev": -5.0, "lumo_ha": -0.0791, "elements": ["C", "C", "C", "O", "C", "O", "C", "S", "N", "N", "C", "C", "C", "C", "Cl", "N", "P", "O", "O", "C", "C", "C", "O", "F", "O", "C", "O", "C", "S", "H", "H", "H", "H", "H", "H", "H", "H", "H", "H", "H", "H", "H", "H", "H", "H", "H", "H", "H", "H", "H", "C", "C", "O", "C", "O", "C", "F", "F", "F", "H", "H", "H", "H", "H", "H"], "xyz": [[2.4823, -0.5382, 2.3817], [3.7300, 0.3825, 2.6263], [3.3794, 1.8920, 2.3061], [3.2345, 2.0565, 0.8776], [2.1367, 2.8171, 0.5527], [2.1854, 3.8164, -0.0900], [0.7004, 2.3297, 1.0085], [-0.4254, 2.0287, -0.3981], [-1.5877, 0.9445, 0.2991], [-1.3557, 0.3214, 1.4713], [-2.3600, -0.4890, 1.7851], [-2.3094, -1.3527, 3.0637], [-1.8377, -2.8190, 2.6253], [-1.0753, -3.5662, 3.7804], [0.1106, -4.7042, 2.9868], [-3.3298, -0.3830, 0.7465], [-4.8650, -1.3098, 0.6815], [-6.0574, -0.4295, -0.0912], [-5.3846, -1.4693, 2.2688], [-2.7934, 0.5224, -0.1520], [-3.4303, 0.9921, -1.4814], [-2.8217, 0.1247, -2.6478], [-3.1387, -1.0033, -2.7523], [-1.9473, 0.6976, -3.5051], [4.3801, 0.2123, 3.9011], [3.5056, -0.1627, 4.9126], [3.3691, -1.3085, 5.2222], [2.6747, 0.8792, 5.7668], [0.9172, 1.0207, 5.2345], [2.6594, -1.5791, 2.7600], [2.3442, -0.6420, 1.2685], [1.5208, -0.1347, 2.7815], [4.4879, 0.0898, 1.8476], [4.2990, 2.4785, 2.5939], [2.5250, 2.2865, 2.9113], [0.2941, 3.1238, 1.6828], [0.8551, 1.4213, 1.6402], [-3.2792, -1.3801, 3.6119], [-1.4978, -0.9166, 3.7084], [-2.7161, -3.3855, 2.2188], [-1.1150, -2.6951, 1.7713], [-0.5300, -2.8622, 4.4526], [-1.8117, -4.1794, 4.3513], [-6.4330, 0.2314, 0.5300], [-5.3090, -0.6111, 2.7411], [-3.2983, 2.0959, -1.6553], [-4.5332, 0.8144, -1.4990], [2.6619, 0.4434, 6.8019], [3.2047, 1.8628, 5.8738], [0.6391, 2.3552, 5.4558], [-0.1622, -0.9936, -5.9241], [0.8841, -0.1902, -5.1650], [2.1348, -0.1381, -5.8042], [2.3242, 0.8290, -6.8920], [1.9654, 2.0332, -6.5378], [1.6730, 0.3656, -8.2414], [1.7991, -0.9821, -8.4209], [2.2976, 0.9269, -9.3025], [0.3599, 0.6432, -8.3766], [0.2723, -1.8887, -6.3715], [-0.9756, -1.2904, -5.2527], [-0.6102, -0.4033, -6.7205], [1.0694, -0.7102, -4.2154], [0.5115, 0.8045, -4.8953], [3.4020, 0.6748, -7.1092]]}